1.
C3H3N4O | wB97M-V/def2-TZVPD

Output
HOMO, eV: -5.05
Energy relative to the best compared isomer or geometry (same formula, charge and spin), kcal per mole: 1.7
HOMO-LUMO gap, eV: 8.83
LUMO level, eV: 3.78

```
! wB97M-V def2-TZVPD RIJCOSX def2/J DEFGRID3
* xyz -1 1
C 0.9379 -2.2479 -0.8735
C -0.1084 -0.7070 -1.3523
C 0.3680 0.4365 -0.5113
N 1.2289 -2.7713 0.3277
N 1.6794 -2.8227 -1.8678
N 2.1416 -3.6634 0.0661
N 2.4070 -3.7141 -1.1807
O -0.9520 -0.6414 -2.2064
H 0.7460 0.1014 0.5048
H -0.2723 1.2973 -0.6316
H 1.3025 0.7031 -1.0749
*
```



2.
C51H31I4N4Re | wB97M-V/def2-TZVPD

Output
Expectation value of S²: 3.867
HOMO (alpha / beta), eV: -9.77 / -9.86
HOMO-LUMO gap (alpha / beta), eV: 5.34 / 5.08
LUMO level (alpha / beta), eV: -4.43 / -4.78

```
! wB97M-V def2-TZVPD RIJCOSX def2/J DEFGRID3
* xyz 1 4
Re 0.2882 -0.1400 -0.1547
I -5.3061 3.9669 -6.5382
C -4.3212 2.6949 -5.1974
C -3.3847 1.7866 -5.6696
C -2.7123 0.9699 -4.7830
C -2.9684 1.0080 -3.4010
C -3.8923 1.9700 -2.9550
C -4.5641 2.7939 -3.8365
C -2.1886 0.2309 -2.4314
C -2.5736 0.2255 -1.0651
C -3.9149 0.2183 -0.5662
C -3.8561 -0.0381 0.7719
C -2.4788 -0.1269 1.1331
C -1.9534 -0.2946 2.4258
C -2.8767 -0.6692 3.5284
C -3.9475 0.1114 3.9502
C -4.8032 -0.3412 4.9431
C -4.5981 -1.5879 5.5122
I -5.9141 -2.2993 6.9862
C -3.5282 -2.3763 5.1159
C -2.6685 -1.9111 4.1358
C -0.5915 -0.1993 2.7453
N 0.4354 -0.0493 1.8394
C 1.6033 0.1376 2.5470
C 2.8857 0.1650 1.9742
C 4.0138 0.7033 2.7786
C 4.5256 1.9471 2.4089
C 5.5066 2.5626 3.1695
C 5.9931 1.9223 4.2994
I 7.4466 2.8681 5.4852
C 5.5303 0.6650 4.6538
C 4.5384 0.0619 3.8952
C 3.1664 -0.3630 0.7028
C 4.4182 -0.9221 0.2927
C 4.1775 -1.6922 -0.8071
C 2.7967 -1.5421 -1.1453
N 2.2091 -0.7063 -0.2225
C 2.1165 -2.1116 -2.2270
C 0.8460 -1.7074 -2.6611
C 0.1850 -2.1524 -3.8388
C -0.9713 -1.4315 -3.9610
C -1.0608 -0.5593 -2.8359
N 0.0475 -0.7475 -2.0558
C 2.7075 -3.3074 -2.8924
C 2.1758 -4.5441 -2.5218
C 2.6509 -5.7178 -3.0811
C 3.6601 -5.6544 -4.0313
I 4.3658 -7.4309 -4.9044
C 4.1998 -4.4364 -4.4099
C 3.7252 -3.2651 -3.8353
C 1.2873 0.1631 3.9435
C -0.0448 -0.0866 4.0665
N -1.7234 0.0053 -0.0119
H -3.1674 1.7241 -6.7269
H -1.9542 0.3172 -5.1795
H -4.0469 2.1206 -1.8985
H -5.2646 3.5276 -3.4611
H -4.8057 0.3067 -1.1649
H -4.6854 -0.1649 1.4465
H -4.1065 1.0933 3.5210
H -5.6280 0.2758 5.2722
H -3.3663 -3.3487 5.5605
H -1.8401 -2.5289 3.8125
H 4.1443 2.4449 1.5253
H 5.8842 3.5335 2.8802
H 5.9383 0.1518 5.5136
H 4.1869 -0.9281 4.1607
H 5.3534 -0.7924 0.8128
H 4.8844 -2.3044 -1.3434
H 0.5492 -2.9195 -4.5022
H -1.7308 -1.5741 -4.7102
H 1.3891 -4.5854 -1.7781
H 2.2391 -6.6701 -2.7770
H 4.9872 -4.3969 -5.1497
H 4.1461 -2.3129 -4.1350
H 1.9948 0.3223 4.7397
H -0.6139 -0.1753 4.9769
C 0.8247 2.0009 -0.2742
C -0.3833 2.8623 -0.2216
C -1.0916 3.0251 0.9735
C -2.2396 3.7948 1.0165
C -2.6789 4.4555 -0.1255
C -1.9622 4.3352 -1.3060
C -0.8342 3.5297 -1.3596
H 1.4790 2.1676 0.5834
H 1.3835 2.1301 -1.2011
H -0.7329 2.5373 1.8743
H -2.7882 3.8941 1.9449
H -3.5661 5.0745 -0.0873
H -2.2788 4.8729 -2.1908
H -0.2788 3.4377 -2.2865
*
```



3.
C6H10N2 | wB97M-V/def2-TZVPD

Output
HOMO, eV: -7.65
Energy relative to the best compared isomer or geometry (same formula, charge and spin), kcal per mole: 123.7
HOMO-LUMO gap, eV: 8.66
LUMO level, eV: 1.01

```
! wB97M-V def2-TZVPD RIJCOSX def2/J DEFGRID3
* xyz 0 1
C 1.1988 -0.0802 -2.0620
C 0.6171 0.0707 -0.9019
C -0.8550 0.6623 -0.4359
C -1.3944 -0.7539 -0.0333
N -0.2460 -1.3504 0.5053
C 0.9491 -0.4038 0.4434
C 0.6823 0.8705 1.3248
N -0.7990 1.4542 0.6934
H 2.0039 -0.9498 -1.9025
H 0.9548 0.4503 -2.8981
H -1.3400 1.0981 -1.3593
H -1.2878 -1.2056 -1.0719
H -2.2324 -0.9362 0.7387
H -0.4800 -1.6542 1.4856
H 1.6533 -1.1485 0.5729
H 0.6521 0.7421 2.4986
H 1.5956 1.4591 1.1355
H -1.6724 1.6752 1.2668
*
```



4.
C35H50N9O13PPtS | wB97M-V/def2-TZVPD

Output
Expectation value of S²: 6.051
HOMO (alpha / beta), eV: -11.44 / -13.69
Energy relative to the best compared isomer or geometry (same formula, charge and spin), kcal per mole: 17.8
HOMO-LUMO gap (alpha / beta), eV: 5.50 / 4.92
LUMO level (alpha / beta), eV: -5.94 / -8.76

```
! wB97M-V def2-TZVPD RIJCOSX def2/J DEFGRID3
* xyz 2 5
Pt 0.1439 -0.1089 2.2561
O -1.1309 -3.2420 4.5386
C -1.1644 -2.1068 4.0678
O -0.0719 -1.4737 3.7244
C -2.4870 -1.3918 3.8122
C -3.4084 -1.4669 4.8477
C -4.6526 -0.9303 4.6348
C -5.0619 -0.3320 3.4603
C -4.1209 -0.2216 2.4707
C -2.7822 -0.6729 2.6716
O -1.7989 -0.4361 1.7307
N -4.6728 0.4338 1.2668
O -5.8980 0.3229 1.0176
O -3.9061 1.1141 0.5334
N -5.5708 -1.0710 5.7864
O -5.0835 -1.5442 6.8088
O -6.7582 -0.6786 5.7076
H -3.1343 -1.9816 5.7786
H -6.0508 0.1121 3.3214
O 1.6144 -3.6180 3.4990
C 2.8668 -3.2701 4.0294
C 3.7794 -2.6190 2.9736
C 3.1440 -1.5319 2.0968
C 3.0303 -0.2210 2.8096
C 4.1447 0.4102 3.3454
C 4.0442 1.4511 4.2556
C 2.7784 1.8343 4.7178
C 1.6919 1.2138 4.1570
N 1.8248 0.3160 3.1682
H 0.8625 -3.3433 4.0797
H 3.3901 -4.1866 4.3594
H 2.7521 -2.5894 4.8889
H 4.0862 -3.4140 2.2827
H 4.7006 -2.2382 3.4560
H 2.1577 -1.8337 1.7444
H 3.7890 -1.3105 1.2240
H 5.1381 0.1321 3.0062
H 4.9399 1.9385 4.6226
H 2.6815 2.5990 5.4997
H 0.6768 1.4067 4.4482
O -0.1351 -2.1417 -0.3894
P 0.1174 -1.8963 -1.8611
N -0.8279 -0.6154 -2.3175
C -2.1798 -0.5154 -1.7285
C -2.9266 0.5139 -2.6059
C -2.0822 0.6495 -3.9052
C -0.6720 0.2064 -3.5220
N 1.7390 -1.5949 -2.1755
C 2.3420 -0.6963 -3.2072
C 3.8826 -0.8518 -3.1110
C 4.1574 -1.9246 -2.0720
C 2.7601 -2.5882 -1.7696
N -0.2769 -3.3630 -2.6707
C -0.7713 -4.4698 -1.8449
C -1.1284 -5.6382 -2.8308
C -1.0286 -5.0568 -4.2386
C -0.2809 -3.7134 -4.1271
H -2.1298 -0.2018 -0.6947
H -2.6287 -1.5275 -1.7800
H -2.9473 1.4751 -2.0670
H -3.9600 0.2476 -2.8085
H -2.0910 1.6536 -4.3375
H -2.5110 -0.0512 -4.6463
H -0.0312 1.0784 -3.3313
H -0.1888 -0.3912 -4.3386
H 2.0251 0.3111 -2.9485
H 1.9986 -0.9850 -4.2106
H 4.2955 0.1437 -2.8602
H 4.2421 -1.1073 -4.1158
H 4.5242 -1.4386 -1.1355
H 4.9163 -2.6365 -2.4124
H 2.6274 -2.8202 -0.7134
H 2.5762 -3.4855 -2.3383
H -1.6642 -4.1641 -1.2841
H 0.0117 -4.8182 -1.1557
H -2.1035 -6.0643 -2.5976
H -0.3655 -6.4177 -2.6601
H -2.0275 -4.9271 -4.6608
H -0.4903 -5.7219 -4.9142
H -0.8013 -2.9161 -4.6750
H 0.7291 -3.7415 -4.5429
C -2.8523 5.5831 -3.5900
C -1.8976 5.9237 -2.4276
S -0.4868 4.7759 -2.3060
O -1.0881 3.5259 -1.8774
O 0.3154 4.8262 -3.5331
C 0.5915 5.4871 -0.9968
C 0.7327 4.7055 0.2975
N 0.8466 3.2785 0.1794
C 0.0080 2.3810 0.7588
N 0.5705 1.1445 0.7838
C 1.6616 1.1949 -0.1292
C 1.9088 2.5109 -0.4000
N 3.1181 3.0052 -0.8457
O 3.9530 2.1435 -1.2660
O 3.3793 4.2139 -0.7470
C -1.3798 2.5946 1.2312
H -3.5123 6.4473 -3.7928
H -3.4439 4.7458 -3.2988
H -2.2719 5.3673 -4.5049
H -2.3546 5.8367 -1.4571
H -1.4507 6.9198 -2.5509
H 0.3063 6.5202 -0.8150
H 1.5942 5.4557 -1.5175
H -0.1806 4.8771 0.9077
H 1.6437 5.0857 0.8091
H 2.2484 0.3106 -0.3947
H -1.3429 2.6771 2.3237
H -1.9577 1.7339 0.9096
H -1.8373 3.4802 0.7560
*
```



5.
C43H36N6OsPS | wB97M-V/def2-TZVPD

Output
HOMO, eV: -9.67
Energy relative to the best compared isomer or geometry (same formula, charge and spin), kcal per mole: 8.1
HOMO-LUMO gap, eV: 6.24
LUMO level, eV: -3.42

```
! wB97M-V def2-TZVPD RIJCOSX def2/J DEFGRID3
* xyz 1 1
Os -0.0230 -0.7546 -0.1423
N 4.2867 0.1394 -0.6034
C 2.9947 0.0051 -0.2635
S 1.8935 -0.5941 -1.4599
N 2.6645 0.3335 0.9753
N 1.3351 0.2138 1.2033
C 0.8455 0.7262 2.2986
C 1.6608 1.4719 3.2861
C 1.3309 2.7881 3.5948
C 2.0713 3.4908 4.5338
C 3.1317 2.8755 5.1820
C 3.4593 1.5593 4.8823
C 2.7331 0.8621 3.9319
C -0.6021 0.5343 2.5098
C -1.2346 0.8282 3.7088
C -2.5982 0.5959 3.8276
C -3.2935 0.0808 2.7459
C -2.5967 -0.1895 1.5808
N -1.2890 0.0357 1.4650
H 4.5846 -0.0687 -1.5390
H 4.9061 0.6331 0.0151
H 0.4996 3.2662 3.0898
H 1.8177 4.5179 4.7594
H 3.7046 3.4215 5.9194
H 4.2876 1.0791 5.3858
H 3.0060 -0.1543 3.6792
H -0.6592 1.2237 4.5332
H -3.1079 0.8156 4.7560
H -4.3554 -0.1114 2.7944
H -3.0894 -0.5867 0.7024
N 0.6258 -2.3450 1.2306
C -0.5864 -2.9902 1.6696
C -0.9942 -2.9160 2.9898
C -2.1996 -3.4916 3.3630
C -2.9719 -4.1449 2.4126
C -2.5437 -4.2144 1.0946
C -1.3424 -3.6297 0.6950
C -0.8750 -3.6392 -0.7121
C -1.1227 -4.7782 -1.4895
C -0.8086 -4.8121 -2.8319
C -0.2379 -3.6892 -3.4177
C 0.0299 -2.5665 -2.6530
C -0.2597 -2.5193 -1.2897
H 1.1571 -2.0009 2.0257
H 1.2194 -3.0069 0.7296
H -0.3747 -2.4084 3.7216
H -2.5305 -3.4347 4.3912
H -3.9089 -4.6037 2.6973
H -3.1528 -4.7242 0.3596
H -1.5640 -5.6493 -1.0204
H -1.0050 -5.7010 -3.4160
H 0.0077 -3.6849 -4.4726
H 0.4629 -1.7084 -3.1479
N -1.3149 -0.0785 -1.3080
P -2.3768 0.5277 -2.2679
C -3.5337 -0.7393 -2.8054
C -4.2375 -0.5998 -3.9983
C -5.1404 -1.5782 -4.3839
C -5.3322 -2.6990 -3.5866
C -4.6152 -2.8479 -2.4076
C -3.7135 -1.8705 -2.0144
C -3.3281 1.8497 -1.4631
C -2.6756 2.5821 -0.4718
C -3.3362 3.6075 0.1869
C -4.6537 3.9038 -0.1366
C -5.3074 3.1776 -1.1216
C -4.6469 2.1553 -1.7892
C -1.7156 1.2634 -3.7741
C -1.2775 0.4048 -4.7825
C -0.7232 0.9237 -5.9386
C -0.6023 2.3008 -6.0936
C -1.0489 3.1566 -5.0995
C -1.6138 2.6409 -3.9396
H -4.0563 0.2573 -4.6406
H -5.6824 -1.4741 -5.3144
H -6.0339 -3.4640 -3.8913
H -4.7612 -3.7257 -1.7926
H -3.1260 -1.9925 -1.1128
H -1.6507 2.3350 -0.2222
H -2.8240 4.1774 0.9516
H -5.1703 4.7028 0.3788
H -6.3348 3.4071 -1.3713
H -5.1677 1.5894 -2.5502
H -1.3968 -0.6656 -4.6634
H -0.3901 0.2580 -6.7239
H -0.1682 2.7051 -6.9985
H -0.9638 4.2278 -5.2252
H -1.9700 3.3119 -3.1685
*
```



6.
C2H6N2S2 | wB97M-V/def2-TZVPD

Output
HOMO (alpha / beta), eV: -7.07 / -7.14
Energy relative to the best compared isomer or geometry (same formula, charge and spin), kcal per mole: 75.5
HOMO-LUMO gap (alpha / beta), eV: 7.31 / 7.35
LUMO level (alpha / beta), eV: 0.24 / 0.21

```
! wB97M-V def2-TZVPD RIJCOSX def2/J DEFGRID3
* xyz 0 1
C 1.6271 0.2612 -0.1550
C -0.1519 -1.4122 -0.5083
N 0.9126 1.3405 -0.2864
N -1.9376 0.3772 0.8055
S 3.0353 -0.3378 0.0644
S -1.5545 -0.4026 -0.7098
H -0.1274 -2.0620 0.4148
H 0.0629 -1.9577 -1.3516
H -0.1011 1.2759 -0.4623
H 1.2313 2.2381 -0.3797
H -1.8701 -0.3423 1.5181
H -1.1264 1.0216 1.0502
*
```



7.
C19H45Br2I2N7O4P2 | wB97M-V/def2-TZVPD

Output
HOMO, eV: -7.64
HOMO-LUMO gap, eV: 6.70
LUMO level, eV: -0.94

```
! wB97M-V def2-TZVPD RIJCOSX def2/J DEFGRID3
* xyz 0 1
C -1.1904 4.7530 -1.6023
C -2.2719 3.9487 -2.5926
I -1.9945 3.9165 -4.8069
C -3.4789 3.2318 -2.0151
I -3.7929 3.2394 0.1872
O -4.3509 2.5431 -2.9788
C -5.7764 2.8282 -2.7518
O -6.4965 2.2033 -1.7788
N -6.5181 3.7969 -3.6453
C -6.6704 5.1712 -3.0333
Br -7.3381 6.4982 -4.4316
C -7.6175 5.2191 -1.6820
C -9.0857 4.5022 -1.8596
Br -7.8206 7.1527 -1.1367
H -1.7373 5.6595 -1.0569
H -0.3534 5.1995 -2.3071
H -0.7310 4.0601 -0.7742
H -5.9862 3.9547 -4.5396
H -5.5797 5.5270 -2.7090
H -6.9903 4.6565 -0.8361
H -9.0047 3.3540 -1.6425
H -9.6117 4.7130 -2.8879
H -9.8085 4.9446 -1.0187
C -1.3459 -2.1930 -2.6890
N -0.8511 -0.8573 -2.4559
C -1.9160 0.1085 -2.2109
P 0.7487 -0.3012 -2.4390
O 0.6717 0.0232 -0.9269
N 1.8211 -1.6331 -2.2071
C 1.5987 -3.0053 -2.6396
C 2.6159 -1.6611 -0.9723
N 0.8373 -0.6741 -4.1773
C 2.1312 -0.1927 -4.7188
C -0.1903 -0.1037 -5.0644
H -0.9063 -2.6492 -3.5801
H -2.4271 -2.2196 -2.8750
H -1.1592 -2.8351 -1.8238
H -2.1281 0.6846 -3.1156
H -1.6378 0.8218 -1.4271
H -2.8512 -0.3573 -1.8821
H 0.9362 -3.5429 -1.9577
H 2.5446 -3.5585 -2.6774
H 1.2025 -3.0745 -3.6553
H 2.0146 -1.9931 -0.1192
H 3.0323 -0.6702 -0.7527
H 3.4793 -2.3307 -1.0629
H 2.1957 0.9002 -4.6558
H 2.2592 -0.4957 -5.7634
H 2.9840 -0.6058 -4.1733
H -0.2855 0.9781 -4.9213
H -1.1703 -0.5659 -4.9172
H 0.0486 -0.2963 -6.1179
C 3.9566 -4.1883 5.8895
N 4.5558 -3.6129 4.7093
C 5.7763 -4.2982 4.2999
P 4.0362 -2.2908 3.7867
O 3.7454 -3.1956 2.5643
N 2.3654 -1.9910 4.0964
C 1.6585 -2.2512 5.3423
C 1.4230 -2.1716 2.9845
N 4.3705 -1.2507 5.1919
C 4.1829 0.1697 4.8089
C 5.7095 -1.3139 5.8014
H 3.7092 -3.4330 6.6403
H 4.6275 -4.8818 6.4122
H 3.0560 -4.7536 5.6341
H 6.6583 -3.7448 4.6332
H 5.8394 -4.3876 3.2096
H 5.8498 -5.3173 4.6945
H 1.3902 -3.3051 5.4437
H 0.7281 -1.6730 5.3888
H 2.2189 -1.9361 6.2255
H 1.2044 -3.2316 2.8159
H 1.8216 -1.7369 2.0594
H 0.4752 -1.6527 3.1700
H 4.9166 0.4672 4.0502
H 4.2835 0.8294 5.6773
H 3.1875 0.3558 4.3965
H 6.4965 -1.1871 5.0503
H 5.8800 -2.2530 6.3349
H 5.8301 -0.5374 6.5673
*
```



8.
C3H7IO2S | wB97M-V/def2-TZVPD

Output
HOMO, eV: -9.79
Energy relative to the best compared isomer or geometry (same formula, charge and spin), kcal per mole: 28.3
HOMO-LUMO gap, eV: 8.58
LUMO level, eV: -1.22

```
! wB97M-V def2-TZVPD RIJCOSX def2/J DEFGRID3
* xyz 0 1
C -2.0355 -0.3089 1.1437
C -1.1605 -0.0118 -0.0190
C -0.1953 0.8873 -0.1148
O 2.3147 -0.7431 -0.4962
O 1.1196 -1.5761 1.3917
S 2.0692 -0.6395 0.9097
I 2.8051 1.2743 -3.5666
H -2.3648 -1.2980 1.0618
H -1.5405 -0.0403 2.0571
H -3.0141 0.2467 1.1237
H -1.5576 -0.5392 -0.9558
H 2.8094 0.2329 -2.3789
H 0.5659 1.0311 -0.8627
H 0.1844 1.4847 0.7066
*
```



9.
C4H14N2O2 | wB97M-V/def2-TZVPD

Output
HOMO, eV: -7.95
Energy relative to the best compared isomer or geometry (same formula, charge and spin), kcal per mole: 269.6
HOMO-LUMO gap, eV: 4.49
LUMO level, eV: -3.46

```
! wB97M-V def2-TZVPD RIJCOSX def2/J DEFGRID3
* xyz 0 1
C 1.2373 1.4262 0.0989
C -0.2880 1.2597 -0.2058
C -0.2500 0.5224 -1.5603
N -1.6851 0.3532 -1.9635
N 1.5791 0.3720 1.2690
C 1.4242 -1.1210 1.2106
O 0.2174 -1.5390 0.7250
H 1.8287 0.3353 -0.1756
H 1.4963 2.4425 0.4310
H -0.7670 0.6218 0.5259
H -1.0248 2.1190 -0.5716
H 0.1772 1.0962 -2.4781
H 0.2404 -0.5291 -1.5216
H -1.9544 -0.2474 -1.1128
H -2.1796 1.2430 -2.0007
H 2.6033 0.6654 1.4211
H 2.1685 -1.6092 0.6114
H 1.5159 -1.5200 2.2043
H 2.9210 0.5463 -1.2933
H -2.9726 -1.4393 0.7621
H -0.7425 -1.2204 1.0406
O -2.1311 -0.9739 0.4948
*
```